Entry i
Computed, not measured: a cluster of 5 separate species, C45H95N5O5 in total, with ωB97M-V/def2-TZVPD.

E_LUMO ... 0.41 eV
SMILES ... CC1(C)CCCC(C)(C)N1O.CC1(C)CCCC(C)(C)N1O.CC1(C)CCCC(C)(C)N1O.CC1(C)CCCC(C)(C)N1O.CC1(C)CCCC(C)(C)N1O
HOMO level ... -7.748 eV
Gap between HOMO and LUMO ... 8.2 eV

```
150
C45H95N5O5, DFT ωB97M-V/def2-TZVPD
C 0.7063 -0.8521 3.2629
C 1.4204 0.1058 2.2844
C 2.1080 1.2989 3.1591
C 2.5450 -0.7471 1.5923
C 2.0813 -1.5827 0.3379
C 1.3363 -0.7300 -0.6847
C 0.1694 0.0933 -0.0138
C -0.0618 1.2439 -0.9830
C -0.9962 -0.8535 0.1918
N 0.5188 0.7978 1.2972
O -0.4787 1.4936 1.9365
H -0.1304 -0.4598 3.8410
H 0.4930 -1.8456 2.8684
H 1.3475 -1.0267 4.1269
H 1.2958 1.9230 3.5318
H 2.7155 0.8375 3.9377
H 2.8295 1.8484 2.5544
H 3.3873 -0.0807 1.4065
H 2.7963 -1.5566 2.2776
H 2.9099 -1.9355 -0.2761
H 1.3734 -2.3711 0.5935
H 1.1111 -1.4703 -1.4525
H 1.9579 -0.0342 -1.2482
H 0.7608 1.9582 -0.9478
H -1.0294 1.7117 -0.8012
H -0.1887 0.7965 -1.9688
H -1.8891 -0.3602 0.5758
H -0.6908 -1.5422 0.9795
H -1.2503 -1.5387 -0.6169
H -0.1253 2.3728 1.7828
C -1.2725 4.9352 6.0695
C -0.1763 4.1809 5.1144
C -0.4674 4.5786 3.6634
C 1.3118 4.7229 5.4212
C 1.7898 4.3092 6.7584
C 1.7209 2.8176 6.9890
C 0.4007 2.0562 6.5314
C 0.8367 0.5806 6.3594
C -0.5247 2.1280 7.7498
N -0.1149 2.6924 5.3119
O -1.3565 2.1444 4.9198
H -1.6938 5.8498 5.6522
H -2.0999 4.2465 6.2404
H -1.0049 5.2941 7.0633
H -1.3991 4.1541 3.2894
H -0.4755 5.6251 3.3589
H 0.2815 3.9239 3.2176
H 1.9977 4.5582 4.5903
H 1.1294 5.7859 5.5791
H 2.7729 4.7492 6.9262
H 1.1633 4.6088 7.5985
H 1.8050 2.5563 8.0439
H 2.6029 2.3810 6.5204
H 1.1168 0.0752 7.2836
H 1.7432 0.6417 5.7572
H 0.0833 -0.0431 5.8782
H -1.4577 1.7021 7.3807
H -0.9639 3.0925 8.0046
H -0.2398 1.5599 8.6354
H -1.1130 1.7213 4.0932
C 3.2766 -6.2884 1.5739
C 3.0253 -6.5597 0.0988
C 3.1077 -5.1720 -0.6396
C 4.2235 -7.5203 -0.3600
C 3.9864 -8.1823 -1.7607
C 2.7151 -8.9726 -1.7214
C 1.4749 -8.0977 -1.3562
C 1.0043 -7.2036 -2.4892
C 0.3859 -9.2365 -1.3043
N 1.7492 -7.2416 -0.1104
O 0.5510 -6.6012 0.2597
H 4.2941 -5.9535 1.7751
H 2.6041 -5.5943 2.0780
H 3.1658 -7.2690 2.0370
H 2.3113 -4.4495 -0.4611
H 3.8904 -4.4997 -0.2880
H 3.2924 -5.1467 -1.7135
H 5.1216 -6.9035 -0.3901
H 4.4785 -8.3241 0.3307
H 4.1820 -7.5607 -2.6345
H 4.8098 -8.8728 -1.9431
H 2.9794 -9.6395 -0.9007
H 2.6673 -9.5652 -2.6349
H 1.5994 -6.2907 -2.5160
H -0.0261 -6.8942 -2.3142
H 1.1573 -7.6831 -3.4560
H 0.6697 -10.0695 -1.9475
H -0.6398 -8.9457 -1.5311
H 0.2062 -9.7585 -0.3644
H 0.4220 -6.9993 1.1236
C -6.4369 -1.4263 -2.6680
C -4.9611 -1.9576 -2.3608
C -4.5707 -1.2967 -0.9695
C -4.9212 -3.5085 -2.2178
C -5.0479 -4.3407 -3.4944
C -3.8551 -3.9951 -4.4463
C -3.7444 -2.4360 -4.7472
C -2.3566 -2.2516 -5.2667
C -4.7407 -2.1192 -5.7760
N -4.0691 -1.6262 -3.5089
O -3.7655 -0.3319 -3.6360
H -6.4549 -0.4052 -3.0488
H -6.6805 -1.8758 -3.6307
H -7.2130 -1.7517 -1.9751
H -3.5872 -1.5888 -0.6015
H -4.5618 -0.2194 -1.1350
H -5.2975 -1.5123 -0.1863
H -4.1680 -3.7873 -1.4809
H -5.8303 -3.8355 -1.7131
H -5.1928 -5.4082 -3.3280
H -6.0319 -4.1180 -3.9070
H -3.9305 -4.4549 -5.4317
H -2.9563 -4.4555 -4.0360
H -2.0797 -2.7686 -6.1855
H -1.5950 -2.3431 -4.4923
H -2.1917 -1.2315 -5.6136
H -4.5328 -2.6524 -6.7037
H -4.6487 -1.0342 -5.8266
H -5.7389 -2.3737 -5.4197
H -2.8793 -0.3734 -3.2692
C 1.7664 8.0387 -1.2013
C 1.6037 6.5312 -1.6950
C 2.7386 5.7641 -0.9343
C 0.3481 6.0030 -1.1481
C -0.9647 6.2376 -1.9870
C -0.7922 6.0205 -3.4822
C 0.5353 6.5464 -3.9808
C 0.8953 5.8621 -5.3889
C 0.3420 8.0639 -4.1415
N 1.7316 6.3553 -3.1382
O 3.0446 6.5637 -3.7307
H 1.8824 8.2116 -0.1313
H 2.7317 8.4670 -1.4712
H 1.1350 8.7246 -1.7660
H 2.8689 4.7810 -1.3866
H 3.6632 6.3395 -0.8871
H 2.3819 5.6308 0.0870
H 0.5026 4.9363 -0.9855
H 0.1369 6.3247 -0.1283
H -1.6447 5.4514 -1.6590
H -1.3219 7.2473 -1.7846
H -1.6623 6.4753 -3.9557
H -0.8805 4.9666 -3.7460
H 1.3332 6.6324 -6.0237
H -0.0129 5.5437 -5.9007
H 1.4741 4.9496 -5.2462
H -0.1013 8.2949 -5.1100
H 1.2830 8.5647 -4.3695
H -0.1966 8.5284 -3.3155
H 3.1149 5.7951 -4.3016
```

=====

Entry ii
Computed, not measured: a cluster of 5 separate species, C45H95N5O5 in total, with ωB97M-V/def2-TZVPD.

E_LUMO ... 0.60 eV
SMILES ... CC1(C)CCCC(C)(C)N1O.CC1(C)CCCC(C)(C)N1O.CC1(C)CCCC(C)(C)N1O.CC1(C)CCCC(C)(C)N1O.CC1(C)CCCC(C)(C)N1O
HOMO level ... -7.990 eV
Gap between HOMO and LUMO ... 8.6 eV

```
150
C45H95N5O5, DFT ωB97M-V/def2-TZVPD
C -17.5114 14.0122 -15.2453
C -16.3736 14.7756 -14.5800
C -15.0854 14.2281 -15.2510
C -16.4592 16.3028 -14.9757
C -17.3788 17.1778 -14.1205
C -17.2997 16.8889 -12.6261
C -17.2842 15.3123 -12.2118
C -16.6779 15.1934 -10.7987
C -18.6502 14.7090 -12.3804
N -16.3670 14.6381 -13.1510
O -16.0350 13.3686 -12.7222
H -17.2911 13.9331 -16.3098
H -17.5288 12.9628 -14.9510
H -18.5133 14.4406 -15.2722
H -14.8844 14.5279 -16.2795
H -14.1808 14.4095 -14.6705
H -15.3000 13.1617 -15.3210
H -15.4541 16.7127 -15.0753
H -16.9007 16.3696 -15.9701
H -17.3845 18.2181 -14.4456
H -18.4092 17.0141 -14.4361
H -18.0390 17.4510 -12.0556
H -16.3436 17.3945 -12.4908
H -17.1728 15.8752 -10.1071
H -15.6036 15.3504 -10.7013
H -16.9155 14.1820 -10.4690
H -19.2066 14.9759 -11.4819
H -18.5470 13.6327 -12.2429
H -19.3286 15.1122 -13.1323
H -15.1060 13.4733 -12.5043
C -13.7550 23.1329 -0.8413
C -14.1279 22.3305 -2.0422
C -14.7343 20.9673 -1.6299
C -15.2472 23.2540 -2.7223
C -15.6326 22.7558 -4.1029
C -14.4121 22.5381 -5.0397
C -13.1696 21.8432 -4.4087
C -13.3401 20.3026 -4.4569
C -11.9163 22.4613 -5.1110
N -13.0111 22.2614 -3.0212
O -11.7824 21.8599 -2.4172
H -13.2053 22.4789 -0.1644
H -13.1721 24.0231 -1.0781
H -14.5407 23.4339 -0.1483
H -15.3641 20.3937 -2.3100
H -13.8994 20.3081 -1.3921
H -15.3482 21.1706 -0.7525
H -16.1512 23.2805 -2.1140
H -14.8414 24.2621 -2.8067
H -16.2520 21.8655 -3.9938
H -16.2748 23.4874 -4.5931
H -14.0242 23.4975 -5.3822
H -14.7015 22.1547 -6.0182
H -13.6582 19.8666 -5.4039
H -14.1836 19.9272 -3.8775
H -12.4073 19.8619 -4.1051
H -10.9748 22.1915 -4.6326
H -11.9447 23.5283 -5.3320
H -11.9800 22.0012 -6.0970
H -11.4537 22.6948 -2.0758
C -17.8975 17.1686 -7.6945
C -17.0370 18.3711 -7.0578
C -17.1798 18.1767 -5.5027
C -15.5252 18.3282 -7.3893
C -15.0574 18.8455 -8.6822
C -15.5696 20.3053 -8.9076
C -17.0943 20.4937 -8.6287
C -17.1462 22.0012 -8.3401
C -17.9577 20.0715 -9.8591
N -17.5095 19.7925 -7.3618
O -18.8608 20.0706 -6.9101
H -18.8990 17.4815 -7.3992
H -17.7868 17.1880 -8.7787
H -17.5979 16.1472 -7.4599
H -16.6083 17.3054 -5.1829
H -16.8679 19.0218 -4.8890
H -18.2201 17.8514 -5.5164
H -14.8821 18.5633 -6.5412
H -15.1748 17.3052 -7.5263
H -13.9771 18.7151 -8.7457
H -15.3855 18.2014 -9.4980
H -15.3220 20.6134 -9.9234
H -14.9832 20.9949 -8.3004
H -16.7139 22.6911 -9.0648
H -16.6062 22.1714 -7.4087
H -18.1507 22.2972 -8.0377
H -19.0148 20.1665 -9.6109
H -17.6879 19.0328 -10.0500
H -17.8882 20.7890 -10.6767
H -18.7352 21.0222 -6.9267
C -22.6632 10.9217 -7.3229
C -21.3270 11.1431 -6.6442
C -21.5816 10.7478 -5.1009
C -20.2393 10.0384 -6.9725
C -19.7241 10.2814 -8.4530
C -19.0776 11.7796 -8.4490
C -20.0192 12.9475 -7.9344
C -19.1146 13.9904 -7.4508
C -20.8887 13.5046 -9.1620
N -20.8214 12.5358 -6.7510
O -21.6910 13.5593 -6.3140
H -23.2997 11.7512 -7.0147
H -22.4859 11.0659 -8.3887
H -23.1108 9.9610 -7.0683
H -22.0497 9.7661 -5.0273
H -20.6090 10.7214 -4.6094
H -21.9842 11.6228 -4.5907
H -19.3112 10.0198 -6.4011
H -20.7223 9.0748 -6.8106
H -18.9601 9.5326 -8.6619
H -20.4337 10.1776 -9.2739
H -18.7338 11.9966 -9.4603
H -18.1652 11.8260 -7.8543
H -18.7374 13.7901 -6.4480
H -19.5835 14.9731 -7.3999
H -18.2908 14.1546 -8.1455
H -21.2611 12.6899 -9.7831
H -20.1557 14.1179 -9.6861
H -21.7026 14.1238 -8.7848
H -21.5245 13.6535 -5.3732
C -17.0585 27.9571 -7.4404
C -16.6019 26.6412 -6.8745
C -15.4246 26.1422 -7.7075
C -16.0541 26.8877 -5.5371
C -17.1456 26.9013 -4.3404
C -18.2341 25.8172 -4.4127
C -18.7398 25.5482 -5.9127
C -19.3218 24.1404 -5.8531
C -19.7641 26.6831 -6.2024
N -17.6541 25.6186 -6.9407
O -18.0400 25.2540 -8.2323
H -16.2756 28.7079 -7.5482
H -17.5641 28.0042 -8.4048
H -17.7623 28.3879 -6.7282
H -15.1400 25.0987 -7.5721
H -15.5008 26.3324 -8.7780
H -14.4488 26.4441 -7.3269
H -15.5785 25.9411 -5.2803
H -15.3587 27.7227 -5.4522
H -16.6245 26.6585 -3.4142
H -17.4934 27.9277 -4.2235
H -18.9766 26.2836 -3.7652
H -17.6690 24.9999 -3.9645
H -19.9037 23.9163 -4.9591
H -18.4888 23.4403 -5.9164
H -19.9942 24.0767 -6.7087
H -19.5281 27.6937 -5.8691
H -20.7213 26.6121 -5.6857
H -20.0994 26.7327 -7.2383
H -17.6948 24.3610 -8.3026
```

=====

Which structure loses on stability? entry i does.